A 9-piece molecular cluster, H19O9 overall at a distorted geometry, computed with the ωB97M-V functional and the def2-TZVPD basis.

ΔE to the lowest compared entry with this formula, charge and spin (kcal per mole): 57.8
Multiplicity: 2
Frontier orbital gap (spin up / spin down) (eV): 2.74 / 10.81
<S²>: 0.7508

CARTESIAN COORDINATES (ANGSTROEM)
H (3.127271, 0.990326, 0.178639)
H (-1.194154, 0.489363, -0.975942)
O (-0.395237, 1.026723, -1.083565)
O (-2.521357, -0.914747, -1.105302)
O (2.979257, 1.382386, 1.058485)
H (-0.260879, -4.230832, 1.638822)
O (-0.895252, -3.510709, 1.429825)
O (-0.770202, 2.849608, 2.837313)
H (0.660583, -0.927765, 0.552410)
H (0.608861, 0.529737, -0.843984)
O (-0.035482, -1.464374, 2.185663)
O (1.313000, -2.293969, -2.817875)
O (1.157432, -0.251246, 0.181652)
H (1.716766, -2.684139, -3.584501)
H (-0.512450, 4.276158, -2.370224)
H (0.464337, -2.199353, 2.706095)
H (-0.246480, 1.203816, -2.157705)
H (1.479754, -2.763229, -1.970206)
H (2.936810, 2.288594, 1.275517)
H (-1.422764, 3.369844, 3.269178)
H (-0.914347, 3.226493, -3.601117)
H (-2.841557, -1.687364, -1.685731)
H (-0.628444, 2.190744, 3.558868)
H (1.540622, 0.346528, 0.869721)
O (-0.617204, 3.346294, -2.719417)
H (-1.779263, -3.928611, 1.397783)
H (-0.891520, -1.312196, 2.715620)
H (-3.324371, -0.934792, -0.542873)

Cartesian forces, eV/Å:
0.20 1.60 0.27
-0.48 -1.04 0.02
2.71 1.40 -3.71
-1.86 -1.94 -0.71
-0.08 -2.99 0.64
-0.76 0.39 -0.29
-0.50 -1.82 -0.12
0.82 -1.56 0.87
-1.93 -2.08 1.56
-2.39 -0.45 1.25
0.17 -0.21 3.22
-0.65 0.62 1.30
3.05 2.55 -1.67
0.46 -0.70 0.06
-0.45 -1.44 -1.37
-1.54 1.97 -1.33
-0.94 -0.10 2.61
0.16 0.13 -1.35
0.14 1.59 -0.93
-1.06 1.18 0.18
-0.43 0.79 -1.27
1.40 1.43 0.49
0.26 0.36 -1.07
-0.40 -0.57 -0.10
0.89 0.67 2.49
0.69 0.03 -0.05
1.92 -0.51 -1.29
0.60 0.70 0.31